Entry P
ORCA calculation (ωB97M-V/def2-TZVPD) on a 2-piece molecular cluster, Cl3H3Si2 overall.

M in u: 165.56
E_HOMO (spin up / spin down) in eV: -8.65 / -8.24
HOMO-LUMO gap (spin up / spin down) in eV: 7.09 / 6.38

Cartesian coordinates (Å):
Cl (3.64252, -0.91815, 0.22692)
Cl (-2.82446, -1.05023, -0.62010)
Cl (1.92602, 1.65516, -0.42576)
Si (-1.73224, 0.21079, 0.39395)
Si (1.62670, -0.33101, -0.00484)
H (-2.20851, 1.49522, -0.09129)
H (-1.61565, -0.21112, 1.75136)
H (1.18563, -0.85065, -1.23024)

Atomic partial charges in e from the natural (NBO) method, atoms 1 to 6:
1 Cl -0.3929
2 Cl -0.3529
3 Cl -0.4074
4 Si 0.8128
5 Si 0.8613
6 H -0.1505

---

Entry Q
ORCA calculation (ωB97M-V/def2-TZVPD) on a 2-piece molecular cluster, Cl3H3Si2 overall.

M in u: 165.56
E_HOMO in eV: -9.73
HOMO-LUMO gap in eV: 8.91

Cartesian coordinates (Å):
Cl (-0.48214, 2.82503, 2.33228)
Cl (-1.11529, -0.96872, 1.02407)
Cl (0.67794, 2.31230, -0.57629)
Si (-0.19293, -1.38652, -0.69675)
Si (1.18974, 2.14953, 1.41901)
H (-0.31905, -2.98526, -0.75400)
H (-1.10431, -0.71591, -1.88250)
H (1.34605, -1.23045, -0.86582)

Atomic partial charges in e from the natural (NBO) method, atoms 1 to 6:
1 Cl -0.4368
2 Cl -0.3659
3 Cl -0.4617
4 Si 0.7719
5 Si 0.9010
6 H -0.1548

---

Relative energy table, unit kcal/mol: entry P 36.2; entry Q 0.0

---

Entry P
ORCA calculation (ωB97M-V/def2-TZVPD) on an isolated ion of composition C6H9N2O and charge +1.

M in u: 125.15
SMILES string: Cn1ccc2[n+]1CCO2
Total charge: +1
E_HOMO in eV: -13.81
HOMO-LUMO gap in eV: 10.51

Cartesian coordinates (Å):
O (-0.48969, 0.94715, 2.03863)
N (0.60072, 0.18549, -1.06365)
N (-0.17462, 0.03104, 0.01038)
C (1.34265, 1.58303, 0.53430)
C (1.58939, 1.06729, -0.77900)
C (0.75768, -0.90602, -2.07469)
C (-1.51175, -0.09365, 1.94898)
C (0.18649, 0.90601, 0.91253)
C (-1.39878, -0.75286, 0.55784)
H (-1.13950, -1.81486, 0.60359)
H (-2.18615, -0.58285, -0.32977)
H (0.81875, -0.64288, -3.11436)
H (-2.48385, 0.38186, 2.20502)
H (1.63128, -1.68751, -1.82043)
H (1.78536, 2.36296, 1.10679)
H (2.31859, 1.39461, -1.47020)
H (-1.45363, -0.90177, 2.71485)
H (-0.19295, -1.47704, -1.98081)

Atomic partial charges in e from the natural (NBO) method, atoms 1 to 6:
1 O -0.4064
2 N -0.1325
3 N -0.1607
4 C -0.3318
5 C 0.0751
6 C -0.4329

---

Entry Q
ORCA calculation (ωB97M-V/def2-TZVPD) on an isolated ion of composition C6H9N2O and charge +1.

M in u: 125.15
SMILES string: O=C/N=C\[NH+]=C1CCC1
Total charge: +1
E_HOMO in eV: -14.44
HOMO-LUMO gap in eV: 9.67

Cartesian coordinates (Å):
O (2.10327, 1.57312, 0.41786)
N (0.91069, -1.19375, 0.23287)
N (3.07135, -0.33205, -0.26939)
C (-1.80031, 0.72847, -0.30103)
C (2.16168, -1.15933, -0.46400)
C (3.06059, 0.85660, 0.38997)
C (-1.34892, -0.28943, 0.81026)
C (-0.37191, 0.64657, -0.91706)
C (-0.05759, -0.35950, 0.09923)
H (2.43005, -2.02075, -1.27114)
H (-1.04957, 0.04636, 1.84049)
H (-0.35570, 0.54038, -2.03837)
H (4.01698, 1.03951, 0.88560)
H (0.69690, -1.88516, 0.98427)
H (0.07613, 1.55502, -0.90227)
H (-2.05850, 1.61872, 0.12619)
H (-2.56395, 0.60401, -1.02435)
H (-1.75413, -1.20870, 0.89044)

Atomic partial charges in e from the natural (NBO) method, atoms 1 to 6:
1 O -0.5276
2 N -0.5308
3 N -0.4098
4 C -0.3665
5 C 0.3103
6 C 0.5190

---

Relative energy table, unit kcal/mol: entry P 0.0; entry Q 30.2

---

Entry P
ORCA calculation (ωB97M-V/def2-TZVPD) on the molecule H3NOS.

M in u: 65.10
SMILES string: NSO
E_HOMO in eV: -9.15
HOMO-LUMO gap in eV: 9.74

Cartesian coordinates (Å):
S (-0.44730, 1.12596, 0.99099)
O (-1.73216, 1.41118, 0.05350)
N (0.30046, -0.60939, 0.28943)
H (-1.48216, 1.98466, -0.68215)
H (1.29675, -0.42371, 0.33177)
H (0.05722, -1.30806, 0.97746)

Partial charges, natural (NBO), in e:
1 S 0.5611
2 O -0.8336
3 N -0.9272
4 H 0.4876
5 H 0.3553
6 H 0.3568

---

Entry Q
ORCA calculation (ωB97M-V/def2-TZVPD) on a 2-piece molecular cluster, H3NOS overall.

M in u: 65.10
E_HOMO (spin up / spin down) in eV: -8.76 / -8.59
HOMO-LUMO gap (spin up / spin down) in eV: 8.17 / 7.54

Cartesian coordinates (Å):
S (0.36731, 1.03575, -0.17177)
O (-0.49560, 0.38233, -1.25823)
N (0.87167, -0.19920, 0.89869)
H (1.29683, -1.04497, 0.28314)
H (0.00744, -0.63779, 1.29326)
H (-2.04765, 0.46387, -1.04509)

Partial charges, natural (NBO), in e:
1 S 0.8212
2 O -0.8204
3 N -1.0070
4 H 0.3760
5 H 0.3710
6 H 0.2592

---

Relative energy table, unit kcal/mol: entry P 0.0; entry Q 51.5

---

Entry P
ORCA calculation (ωB97M-V/def2-TZVPD) on a 2-piece molecular cluster, CH3O4P overall.

M in u: 110.00
Total charge: -2
E_HOMO in eV: 1.57
HOMO-LUMO gap in eV: 5.51

Cartesian coordinates (Å):
P (0.41294, 1.66115, 3.41039)
O (-0.18414, 0.39610, 3.92184)
O (0.17434, 0.72987, 0.95793)
O (1.77331, 2.01721, 3.85937)
O (-0.43559, 2.68643, 2.77172)
C (0.05825, -0.07503, -0.42718)
H (-0.62440, 0.78288, -0.87909)
H (1.12164, 0.06569, -0.92725)
H (-0.45844, 0.39871, 1.56960)

Atomic partial charges in e from the natural (NBO) method, atoms 1 to 6:
1 P 2.4642
2 O -1.1713
3 O -0.8841
4 O -1.1717
5 O -1.1462
6 C -0.6984

---

Entry Q
ORCA calculation (ωB97M-V/def2-TZVPD) on a 2-piece molecular cluster, CH3O4P overall.

M in u: 110.00
Total charge: -2
E_HOMO in eV: 1.79
HOMO-LUMO gap in eV: 5.37

Cartesian coordinates (Å):
P (0.59344, 1.13624, -1.50358)
O (0.55621, 0.20815, -2.69705)
O (2.00321, 1.60006, -1.27217)
O (-1.49307, -0.89129, 1.20695)
O (-0.53006, 2.07535, -1.11906)
C (0.00280, -1.01288, 1.34270)
H (-1.53049, -0.29976, 0.35217)
H (0.20064, -2.10654, 1.37396)
H (0.19731, -0.70934, 2.31608)

Atomic partial charges in e from the natural (NBO) method, atoms 1 to 6:
1 P 2.3887
2 O -1.1601
3 O -1.1746
4 O -0.8654
5 O -1.1494
6 C -0.6473

---

Relative energy table, unit kcal/mol: entry P 0.0; entry Q 1.3

---

Entry P
ORCA calculation (ωB97M-V/def2-TZVPD) on C18H33AgNP as an isolated structure.

M in u: 402.31
E_HOMO in eV: -7.29
HOMO-LUMO gap in eV: 8.06

Cartesian coordinates (Å):
Ag (-0.05723, -0.17384, 0.07109)
P (-2.29034, -1.33209, 0.28193)
N (0.80697, 2.27917, 0.09996)
C (-3.89756, -1.81974, 2.54956)
C (-2.80707, -1.05888, -1.50707)
C (2.76417, 0.84265, -0.42113)
C (-4.89441, -0.27995, 0.85397)
C (-1.71434, -3.09208, 0.61370)
C (-3.99902, -1.50271, 1.05488)
C (4.24401, -1.42499, 0.13086)
C (-0.04706, 3.33961, -0.41133)
C (-2.89198, 0.46739, -1.68333)
C (1.97238, 2.08556, -0.77210)
C (-1.85400, -1.59298, -2.57914)
C (2.07060, -0.35874, -0.22549)
C (2.85600, -1.48199, 0.05088)
C (-0.83842, -3.02207, 1.87465)
C (4.89914, -0.21725, -0.04781)
C (-0.91374, -3.77268, -0.49540)
C (4.14805, 0.91790, -0.32343)
C (1.23162, 2.58310, 1.46138)
H (-3.30467, 0.71390, -2.66433)
H (-1.89735, -2.67232, -2.68637)
H (-3.79569, -1.50247, -1.65673)
H (5.97751, -0.15620, 0.03171)
H (2.38017, -2.44805, 0.19980)
H (-1.88670, 0.89651, -1.62637)
H (-4.45088, -2.35446, 0.53762)
H (-3.50163, 0.95670, -0.92620)
H (-2.60181, -3.69575, 0.81927)
H (0.35712, 2.66398, 2.10852)
H (1.59117, 1.97830, -1.79187)
H (0.06841, -2.45347, 1.65378)
H (-0.37439, 3.09828, -1.42373)
H (-0.92789, 3.43819, 0.22537)
H (-0.82280, -1.30658, -2.35659)
H (2.62629, 2.97255, -0.75107)
H (-1.33808, -2.53380, 2.71191)
H (-4.89623, -1.83702, 2.99047)
H (-4.41522, 0.62463, 1.23479)
H (4.80798, -2.32688, 0.34191)
H (1.87038, 1.78103, 1.82891)
H (4.64423, 1.87406, -0.46256)
H (-3.43897, -2.78865, 2.74045)
H (-2.12077, -1.15357, -3.54297)
H (-5.82374, -0.41759, 1.41073)
H (0.46924, 4.31262, -0.43835)
H (-0.54255, -4.02410, 2.19328)
H (-3.31821, -1.05263, 3.06830)
H (1.79123, 3.53078, 1.50823)
H (-0.10644, -3.12815, -0.84952)
H (-0.46114, -4.68230, -0.09453)
H (-1.54385, -4.06010, -1.33471)
H (-5.16065, -0.12676, -0.19097)

Atomic partial charges in e from the natural (NBO) method, atoms 1 to 6:
1 Ag 0.6004
2 P 0.7862
3 N -0.4662
4 C -0.6165
5 C -0.5014
6 C 0.0069

---

Entry Q
ORCA calculation (ωB97M-V/def2-TZVPD) on C18H33AgNP as an isolated structure.

M in u: 402.31
E_HOMO in eV: -7.26
HOMO-LUMO gap in eV: 7.89

Cartesian coordinates (Å):
Ag (0.52575, -0.24152, 0.85821)
P (-1.50189, -0.04848, -0.53432)
N (2.89384, 0.32651, -0.20002)
C (1.48368, 0.06973, 3.87744)
C (3.78422, 0.29827, 4.54181)
C (-1.91936, -2.74422, 0.02853)
C (-4.35002, -0.26502, -0.96133)
C (-1.00769, 0.91623, -2.03977)
C (2.43871, 0.28268, 4.86841)
C (-0.39074, 2.24262, -1.59151)
C (-1.44186, -1.82647, -1.10108)
C (3.24557, -0.13792, -1.52938)
C (-3.24793, 0.44570, -0.18008)
C (-3.50809, 0.35954, 1.32752)
C (4.16419, 0.09885, 3.22136)
C (3.11631, 1.76068, -0.08342)
C (3.66402, -0.39095, 0.82098)
C (-2.05086, -2.24317, -2.43895)
C (-2.07718, 1.19043, -3.09789)
C (3.20358, -0.12543, 2.24110)
C (1.82892, -0.14553, 2.54094)
H (-5.30658, 0.21593, -0.74493)
H (-1.62546, 1.69750, -3.95345)
H (4.73300, -0.13800, 0.71973)
H (3.04403, -1.20661, -1.61385)
H (-1.46758, -2.47478, 0.98507)
H (-3.13908, -2.28443, -2.39916)
H (4.53311, 0.47559, 5.30400)
H (2.13146, 0.43850, 5.89654)
H (-1.76074, -1.58116, -3.25317)
H (-0.35746, -1.97026, -1.18756)
H (0.39459, 2.08982, -0.85298)
H (5.21673, 0.12142, 2.95454)
H (4.30901, 0.03155, -1.76288)
H (-0.21473, 0.30193, -2.48329)
H (4.16730, 2.02414, -0.28259)
H (-3.25946, 1.50709, -0.45593)
H (-2.78499, 0.94768, 1.89194)
H (-2.85166, 1.85256, -2.70468)
H (-3.00366, -2.70285, 0.14332)
H (-1.65310, -3.77997, -0.19098)
H (2.64764, 0.38927, -2.27554)
H (-1.14737, 2.88995, -1.13913)
H (0.43855, 0.07150, 4.16935)
H (-4.19688, -0.23029, -2.03753)
H (3.56449, -1.45971, 0.60816)
H (2.86088, 2.08902, 0.92312)
H (-3.44012, -0.67213, 1.67864)
H (0.03106, 2.77729, -2.44560)
H (-2.56273, 0.29020, -3.46738)
H (-1.69592, -3.24446, -2.69435)
H (-4.43717, -1.30857, -0.65951)
H (2.49005, 2.29400, -0.79794)
H (-4.51036, 0.72575, 1.55945)

Atomic partial charges in e from the natural (NBO) method, atoms 1 to 6:
1 Ag 0.5557
2 P 0.8447
3 N -0.4629
4 C -0.2543
5 C -0.2228
6 C -0.6176

---

Relative energy table, unit kcal/mol: entry P 3.9; entry Q 0.0

---

Entry P
ORCA calculation (ωB97M-V/def2-TZVPD) on the molecule C6H7ClS.

M in u: 146.64
SMILES string: ClC[C@@H]1[C@@H]2C=CS[C@@H]21
E_HOMO in eV: -8.09
HOMO-LUMO gap in eV: 8.86

Cartesian coordinates (Å):
Cl (1.57123, -0.62373, 2.67947)
S (-1.62911, 1.18443, 0.75045)
C (-0.69085, 1.80810, -0.56145)
C (-0.06657, 0.83447, -1.34498)
C (1.41225, -0.41447, 0.81735)
C (-0.48266, -0.49470, -0.83468)
C (0.11957, -1.04908, 0.42844)
C (-1.23310, -0.40575, 0.42025)
H (-0.39407, 2.89675, -0.91820)
H (-2.06187, -1.12440, 0.71760)
H (0.41697, 1.00186, -2.27040)
H (-0.83723, -1.18339, -1.68620)
H (1.42612, 0.71616, 0.63221)
H (2.27148, -1.05720, 0.36736)
H (0.17786, -2.08904, 0.80279)

Atomic partial charges in e from the natural (NBO) method, atoms 1 to 6:
1 Cl -0.1382
2 S 0.3918
3 C -0.3997
4 C -0.2601
5 C -0.3288
6 C -0.2445

---

Entry Q
ORCA calculation (ωB97M-V/def2-TZVPD) on C6H7ClS as an isolated structure.

M in u: 146.64
E_HOMO in eV: -8.71
HOMO-LUMO gap in eV: 7.59

Cartesian coordinates (Å):
Cl (-0.94340, 2.54333, 0.05714)
S (-3.57139, -0.75243, -0.20005)
C (1.00388, -0.22446, -0.15195)
C (-0.43376, -0.16738, -0.17703)
C (-2.70039, 0.58368, 0.19615)
C (1.48546, 0.97038, -0.44591)
C (1.66732, -1.45732, 0.28060)
C (-1.25518, 0.81236, 0.19516)
H (-0.92202, -1.16345, -0.01271)
H (2.75166, -1.86131, -0.41442)
H (0.87044, 1.69936, -0.90198)
H (0.81232, -2.41423, 0.26505)
H (2.61140, 1.02918, -0.61523)
H (-3.42024, 1.49317, 0.45474)
H (2.04390, -1.09088, 1.47044)

Atomic partial charges in e from the natural (NBO) method, atoms 1 to 6:
1 Cl 0.0017
2 S 0.0298
3 C -0.1184
4 C -0.1305
5 C -0.3023
6 C -0.3191

---

Entry R
ORCA calculation (ωB97M-V/def2-TZVPD) on the molecule C6H7ClS.

M in u: 146.64
SMILES string: S=C[C@]1(Cl)C=CCC1
E_HOMO in eV: -8.86
HOMO-LUMO gap in eV: 8.43

Cartesian coordinates (Å):
Cl (-2.60397, -0.21991, -0.43316)
S (0.56854, 0.73137, -2.71613)
C (-0.82437, -0.00611, -0.40272)
C (1.08226, -0.33394, 1.03684)
C (-0.18815, -1.08359, 0.50512)
C (0.73598, 1.13828, 0.86052)
C (-0.39124, 1.30758, 0.16512)
C (-0.41148, -0.20499, -1.80898)
H (1.99442, -0.47694, 0.45316)
H (-0.94356, 2.21075, -0.03759)
H (1.31789, 1.93623, 1.33128)
H (-0.83857, -1.30564, 1.33874)
H (0.04293, -2.00898, -0.06077)
H (-0.74894, -1.12845, -2.31571)
H (1.20828, -0.55565, 2.08428)

Atomic partial charges in e from the natural (NBO) method, atoms 1 to 6:
1 Cl -0.0416
2 S 0.0812
3 C -0.1442
4 C -0.4461
5 C -0.3908
6 C -0.1385

---

Relative energy table, unit kcal/mol: entry P 29.9; entry Q 80.3; entry R 0.0

---

Entry P
ORCA calculation (ωB97M-V/def2-TZVPD) on an isolated ion of composition C4H2NO2S and charge -1.

M in u: 128.13
SMILES string: O=C([O-])N=C=CC=S
Total charge: -1
E_HOMO in eV: -4.59
HOMO-LUMO gap in eV: 7.68

Cartesian coordinates (Å):
S (-1.74095, -0.71086, -3.04961)
O (2.60321, 1.17720, 1.36000)
O (0.72708, 1.54387, 2.53693)
N (0.77505, -0.32557, 1.20759)
C (-0.15414, -0.30210, 0.44595)
C (1.52818, 0.98341, 1.79600)
C (-1.16719, -0.66399, -0.33134)
C (-0.67764, -0.74500, -1.84219)
H (0.34968, -0.35387, -1.90489)
H (-2.24328, -0.60308, -0.21844)

Atomic partial charges in e from the natural (NBO) method, atoms 1 to 6:
1 S -0.1256
2 O -0.6718
3 O -0.7208
4 N -0.4577
5 C 0.4242
6 C 0.9058

---

Entry Q
ORCA calculation (ωB97M-V/def2-TZVPD) on an isolated ion of composition C4H2NO2S and charge -1.

M in u: 128.13
SMILES string: O=C([O-])N=C=CC=S
Total charge: -1
E_HOMO in eV: -4.60
HOMO-LUMO gap in eV: 7.70

Cartesian coordinates (Å):
S (-3.79142, -0.41675, -0.23509)
O (3.52871, 0.66503, -0.12885)
O (2.57612, -1.27948, -0.55914)
N (1.35797, 0.24243, 0.55329)
C (0.19984, 0.42778, 0.32375)
C (-1.02376, 0.74916, -0.03941)
C (2.68283, -0.19086, -0.10397)
C (-2.24078, -0.47015, 0.17416)
H (-1.43381, 1.52043, -0.64888)
H (-1.85570, -1.24759, 0.66413)

Atomic partial charges in e from the natural (NBO) method, atoms 1 to 6:
1 S -0.0953
2 O -0.7017
3 O -0.6947
4 N -0.4441
5 C 0.4285
6 C -0.5553

---

Relative energy table, unit kcal/mol: entry P 0.0; entry Q 15.7